A 2-piece molecular cluster, N2O4 overall at a distorted geometry. Source: the Open Molecules 2025 dataset; level of theory: wB97M-V/def2-TZVPD.

As for the frontier orbital gap (spin up / spin down): 0.3283 / 0.3281 hartree. The spin multiplicity is 1. The calculation puts the energy above the lowest of the compared OMol25 structures with the same formula, charge and spin at 24.1 kJ/mol. The LUMO energy (spin up / spin down) comes out at -1.168 / -1.169 eV.

The geometry in XYZ format:
```
6
Properties=species:S:1:pos:R:3:forces:R:3
N 1.00360 0.10255 0.17827 -2.839 -0.396 -0.166
N -1.00094 -0.10993 -0.19488 2.843 0.433 0.228
O 1.11979 0.38420 1.31557 0.647 0.093 -0.061
O 1.67848 -0.11748 -0.75791 0.382 0.096 0.099
O -1.60909 0.16704 0.77092 -0.470 -0.145 -0.130
O -1.19183 -0.42639 -1.31197 -0.563 -0.080 0.030
```
Forces are in eV/Å.

***

An isolated ion of composition C7H20N4O2PS2 and charge +1 at a distorted geometry. Source: the Open Molecules 2025 dataset; level of theory: wB97M-V/def2-TZVPD.

The structure (SMILES) is NCCCN/C(N)=[N+](\CCCS)P(O)(O)=S. As for the frontier orbital gap: 0.2948 hartree. The spin multiplicity is 1. As for the net charge: +1. The LUMO energy comes out at -3.945 eV.

The geometry in XYZ format:
```
36
Properties=species:S:1:pos:R:3:forces:R:3
N -3.14757 2.30467 0.25214 0.341 0.091 0.149
C -2.34231 1.27234 -0.40122 -0.285 0.150 0.043
C -1.10797 1.79949 -1.12607 0.219 -0.221 0.308
C -0.08733 2.42015 -0.15254 -0.090 0.214 -0.141
N 1.28115 1.89612 -0.31613 -0.007 0.131 -0.245
C 1.66369 0.67926 -0.09918 -0.412 0.658 -0.202
N 2.95739 0.36457 -0.42934 -0.131 -0.775 -0.070
N 0.72173 -0.20830 0.41831 0.917 -0.668 0.496
C 0.72070 -1.49030 -0.36785 -0.278 0.158 -0.289
C -0.61775 -2.21825 -0.34001 0.223 -0.217 0.007
C -0.58164 -3.42038 -1.27780 0.131 0.036 0.029
S -0.58709 -3.03731 -3.05826 -0.051 -0.028 -0.108
P 0.84844 -0.40759 2.13855 -0.598 0.202 0.333
O 2.28654 -1.06916 2.37343 0.264 0.102 -0.621
O 1.15213 1.11561 2.50462 -0.030 -0.233 0.283
S -0.61577 -1.21678 3.02437 0.063 0.014 -0.170
H -3.01341 2.31316 1.25415 -0.072 0.000 -0.020
H -2.94137 3.23550 -0.08927 -0.166 -0.037 -0.091
H -2.03049 0.55064 0.35779 -0.021 -0.066 -0.059
H -2.97455 0.74371 -1.12026 0.106 -0.046 -0.037
H -0.62471 0.96130 -1.63570 -0.094 0.077 -0.187
H -1.39978 2.53587 -1.87621 0.029 -0.081 -0.067
H -0.38433 2.27413 0.88256 0.007 -0.088 0.025
H 0.00602 3.49257 -0.30649 0.004 0.006 0.037
H 2.00250 2.53048 -0.64149 -0.023 -0.002 0.128
H 3.10783 0.21091 -1.42185 0.222 0.433 0.007
H 3.31907 -0.42463 0.09438 -0.023 0.049 -0.050
H 1.53379 -2.16820 -0.07948 -0.041 0.025 0.122
H 0.92817 -1.20054 -1.39940 0.071 -0.014 0.023
H -1.42830 -1.54044 -0.60916 0.001 0.025 0.070
H -0.78798 -2.60468 0.66192 -0.186 0.121 0.059
H 0.30130 -4.02209 -1.05335 -0.047 -0.067 -0.027
H -1.45589 -4.04255 -1.10100 -0.008 0.010 0.014
H -0.25824 -1.74422 -2.97598 -0.014 0.059 0.013
H 2.45546 -1.87826 1.86733 -0.150 -0.092 0.447
H 0.78582 1.31597 3.38420 0.129 0.073 -0.208
```
Forces are in eV/Å.

***

Q: Number 1 is which compound?
A: N2O4

***

Q: Which formula does entry 2 have?
A: C7H20N4O2PS2